Entry from the OMol25 dataset: a molecular structure, C21H26BrN3O4Te4Ti (ωB97M-V/def2-TZVPD).

Last column: Löwdin charge in e.
CARTESIAN COORDINATES (ANGSTROEM)
1 Ti 0.4807 -0.1014 -0.6278  0.5067
2 C 0.7252 1.3168 -4.5290  -0.0297
3 C 0.2915 1.3447 -3.0960  -0.4395
4 O 0.4136 0.1901 -2.4707  -0.3153
5 C -0.0674 2.5005 -2.4344  -0.0448
6 C -0.3632 2.5230 -1.0555  -0.3660
7 C -0.2097 3.7791 -0.2491  -0.0538
8 N -0.8582 1.3963 -0.4114  -0.1162
9 N -2.0413 0.8768 -0.9682  0.0892
10 C -2.1139 -0.4062 -0.9025  -0.4694
11 O -1.0906 -1.1696 -0.5708  -0.3515
12 C -3.4150 -1.0709 -1.1270  -0.1319
13 C -3.4794 -2.4622 -1.1657  -0.0171
14 C -4.6993 -3.1072 -1.3157  -0.0977
15 C -5.8714 -2.3735 -1.4324  -0.1246
16 C -5.8118 -0.9835 -1.3958  -0.1113
17 C -4.5981 -0.3371 -1.2412  -0.0376
18 H 1.7093 0.8473 -4.5946  0.0793
19 H 0.7663 2.3259 -4.9413  0.0676
20 H 0.0342 0.7196 -5.1305  0.0795
21 H 0.0335 3.4386 -2.9713  0.1021
22 H -1.0606 4.4520 -0.4240  0.0718
23 H 0.7050 4.3212 -0.4954  0.0651
24 H -0.1925 3.5339 0.8131  0.0714
25 H -2.5623 -3.0318 -1.0823  0.1156
26 H -4.7349 -4.1900 -1.3386  0.0942
27 H -6.8239 -2.8766 -1.5507  0.0849
28 H -6.7265 -0.4067 -1.4743  0.0881
29 H -4.5309 0.7418 -1.2019  0.1005
30 C -1.4854 -1.0769 2.3385  -0.1003
31 O -0.1609 -1.3732 1.9600  -0.2720
32 C 0.3877 -2.5164 2.5842  -0.2118
33 C 1.7991 -2.2218 3.0431  -0.2249
34 O 2.5233 -1.6742 1.9801  -0.2694
35 C 3.8518 -1.3574 2.3175  -0.1098
36 H -1.5604 -0.9286 3.4247  0.0876
37 H -2.1761 -1.8725 2.0364  0.0964
38 H -1.7705 -0.1542 1.8338  0.0838
39 H 0.3810 -3.3541 1.8808  0.0990
40 H -0.2085 -2.7893 3.4639  0.1200
41 H 2.2680 -3.1582 3.3836  0.1294
42 H 1.7766 -1.5154 3.8926  0.1251
43 H 4.3547 -2.2210 2.7719  0.0891
44 H 3.8826 -0.5058 3.0116  0.0831
45 H 4.3632 -1.1002 1.3911  0.0434
46 Te 2.9849 -0.7065 -1.4425  0.2370
47 Te 5.3681 -1.8964 -1.9245  -0.2987
48 Te 2.5888 -4.9661 -1.0821  -0.2950
49 Te 1.2229 -2.6424 -1.0233  0.2225
50 Br 3.5658 4.8147 2.5049  0.6377
51 C 2.9610 3.1765 1.7250  -0.6855
52 C 2.9609 3.0215 0.3369  -0.1350
53 C 2.3277 1.9396 -0.2094  -0.2683
54 N 1.6496 0.9682 0.5257  -0.1734
55 C 1.4994 1.2872 1.8470  -0.1231
56 C 2.1273 2.3320 2.4701  -0.1409
57 H 3.4489 3.7359 -0.3112  0.1065
58 H 2.3265 1.8467 -1.2833  0.0415
59 H 0.8568 0.6244 2.4090  0.1044
60 H 1.9766 2.4927 3.5289  0.0919

⟨S²⟩ = 2.058
energy relative to the best compared isomer or geometry (same formula, charge and spin) = 4.023 eV
total charge = -2
2S+1 = 3

Entry from the OMol25 dataset: a molecular structure, C21H26BrN5O5S2Ti (ωB97M-V/def2-TZVPD).

Last column: Löwdin charge in e.
CARTESIAN COORDINATES (ANGSTROEM)
1 Ti -0.0107 -0.0023 0.9246  0.7211
2 O 1.2320 2.5788 4.2036  0.1681
3 C 0.6635 1.9466 3.1860  -0.4462
4 O 0.8678 0.7816 2.9250  0.0515
5 C -0.3098 2.8124 2.4193  -0.0929
6 O -0.4580 2.3716 1.0899  -0.1926
7 C 0.4469 3.0400 0.1710  -0.0670
8 C 1.7824 2.2926 0.0323  -0.6442
9 O 2.7881 2.9519 -0.1751  0.0530
10 O 1.6778 1.0177 0.1062  -0.1349
11 H 1.8188 1.9562 4.6614  0.1478
12 H -1.2734 2.7148 2.9275  0.1440
13 H -0.0010 3.8567 2.4673  0.1449
14 H -0.0537 3.0276 -0.7954  0.1188
15 H 0.6099 4.0668 0.4956  0.1283
16 Br -3.0377 -1.7616 5.6931  0.7674
17 C -3.0698 -0.6894 4.1411  -0.6610
18 C -4.1653 0.1061 3.8475  -0.0904
19 C -4.1229 0.8650 2.6897  -0.0321
20 C -2.9915 0.8131 1.8935  -0.1409
21 N -1.9359 0.0512 2.1879  -0.0337
22 C -1.9902 -0.7142 3.2805  -0.1904
23 H -5.0268 0.1225 4.5003  0.1095
24 H -4.9604 1.4835 2.4008  0.1149
25 H -2.9195 1.4005 0.9875  0.1173
26 H -1.1446 -1.3640 3.4634  0.0964
27 S 3.3191 -3.0850 2.6224  1.0863
28 C 2.0293 -1.9507 2.5713  -0.4513
29 N 1.6692 -1.5232 1.4088  -0.0663
30 C 2.4495 -2.1189 0.4153  -0.3025
31 C 2.3346 -1.8888 -0.9556  -0.0125
32 C 3.1713 -2.5693 -1.8098  -0.0601
33 C 4.1268 -3.4719 -1.3202  -0.0775
34 C 4.2562 -3.7046 0.0311  -0.0839
35 C 3.4035 -3.0164 0.8945  -0.4601
36 H 1.5615 -1.6203 3.4874  0.0782
37 H 1.6052 -1.1794 -1.3182  0.0780
38 H 3.0930 -2.4037 -2.8762  0.1015
39 H 4.7749 -3.9918 -2.0132  0.1055
40 H 4.9956 -4.3973 0.4098  0.1087
41 C 0.2641 1.5733 -4.4370  -0.0434
42 C -0.4609 0.5364 -3.5858  -0.6253
43 C -1.9499 0.5314 -3.9149  -0.0422
44 C 0.1477 -0.8490 -3.8410  -0.0383
45 N -0.2768 0.9859 -2.1909  -0.0446
46 N -0.9120 0.1693 -1.2016  -0.0413
47 H 0.2207 1.3002 -5.4922  0.0864
48 H 1.3161 1.6424 -4.1499  0.0864
49 H -0.1904 2.5559 -4.3091  0.0838
50 H -2.0958 0.2947 -4.9695  0.0870
51 H -2.3860 1.5124 -3.7177  0.0869
52 H -2.4965 -0.2153 -3.3349  0.0772
53 H -0.0402 -1.1648 -4.8683  0.0884
54 H -0.2726 -1.6206 -3.1913  0.0792
55 H 1.2298 -0.8212 -3.6893  0.0737
56 H 0.7122 0.9837 -1.9542  0.0913
57 H -0.8902 -0.8175 -1.4641  0.0133
58 H -1.9009 0.4030 -1.1903  0.0749
59 S -1.0715 -2.4966 0.4774  0.5610
60 C -2.5769 -1.9014 0.0408  -0.9015
61 N -3.5757 -1.4070 -0.2883  0.0466

⟨S²⟩ = 2.004
energy relative to the best compared isomer or geometry (same formula, charge and spin) = 0.062 eV
2S+1 = 3

Entry from the OMol25 dataset: a gas-phase ion, C21H26ClN4 (charge +1) (ωB97M-V/def2-TZVPD).

Last column: Löwdin charge in e.
CARTESIAN COORDINATES (ANGSTROEM)
1 C 0.3300 3.0125 3.2589  -0.0836
2 H -0.6503 2.7742 3.6661  0.0776
3 H 0.8153 2.0886 2.9480  0.0689
4 C 0.2106 3.9910 2.0977  -0.2076
5 H -0.2327 4.9223 2.4508  0.1203
6 H 1.2027 4.2177 1.7056  0.1071
7 C -0.6816 3.4493 0.9744  -0.1212
8 N -0.0826 2.2799 0.3582  0.0646
9 C -0.2663 0.9774 0.6747  -0.2244
10 N -1.3143 0.4529 1.3177  -0.0085
11 C -2.6793 0.9108 1.1264  -0.1109
12 H -2.6976 1.7638 0.4513  0.1223
13 H -3.1063 1.2015 2.0903  0.1328
14 C -3.5206 -0.2053 0.4812  -0.1338
15 N -3.2998 -1.5090 1.0803  -0.1551
16 C -2.5348 -1.4497 2.2944  -0.1442
17 H -2.3716 -2.4616 2.6649  0.1320
18 H -3.1304 -0.9180 3.0426  0.1271
19 C -1.1694 -0.7528 2.1302  -0.0922
20 H -0.4645 -1.4417 1.6636  0.0929
21 H -0.7791 -0.4705 3.1152  0.1335
22 C -3.0234 -2.6063 0.1678  -0.1264
23 C -1.6389 -2.6207 -0.4407  -0.2046
24 C -1.3420 -1.8951 -1.5899  -0.0301
25 C -0.0595 -1.8724 -2.1118  -0.0991
26 C 0.9464 -2.5942 -1.4854  -0.6822
27 C 0.6686 -3.3439 -0.3498  -0.0992
28 C -0.6177 -3.3523 0.1609  -0.0506
29 H -0.8335 -3.9556 1.0306  0.1239
30 H 1.4467 -3.9286 0.1149  0.1139
31 Cl 2.5512 -2.5878 -2.1381  0.7218
32 H 0.1567 -1.3166 -3.0102  0.1147
33 H -2.1237 -1.3640 -2.1123  0.1149
34 H -3.7767 -2.5633 -0.6216  0.1340
35 H -3.1809 -3.5307 0.7290  0.1298
36 H -3.2941 -0.2418 -0.5866  0.1088
37 H -4.5788 0.0675 0.5911  0.1304
38 N 0.7836 0.2572 0.2155  0.2345
39 C 1.6541 1.0997 -0.4548  -0.1527
40 C 2.8484 0.8586 -1.1090  -0.0024
41 C 3.4728 1.9495 -1.6873  -0.0574
42 C 2.9262 3.2283 -1.6086  -0.0593
43 C 1.7348 3.4721 -0.9480  0.0016
44 C 1.1039 2.3843 -0.3668  -0.1421
45 H 1.3240 4.4668 -0.8954  0.1186
46 H 3.4455 4.0511 -2.0733  0.1133
47 H 4.4031 1.8069 -2.2130  0.1141
48 H 3.2613 -0.1339 -1.1745  0.0727
49 H 0.8641 -0.7487 0.2200  0.1370
50 H -0.8159 4.2056 0.1977  0.1340
51 H -1.6534 3.1989 1.3931  0.1091
52 H 0.9279 3.4509 4.0523  0.0817

SMILES = CCCn1c(N2CCN(Cc3ccc(Cl)cc3)CC2)[nH+]c2ccccc21
energy relative to the best compared isomer or geometry (same formula, charge and spin) = 0.098 eV
total charge = +1

Entry from the OMol25 dataset: a molecular structure, C21H26ClO9PS2W (ωB97M-V/def2-TZVPD).

Last column: Löwdin charge in e.
CARTESIAN COORDINATES (ANGSTROEM)
1 W 0.7031 0.9269 0.3034  1.7837
2 O 1.6753 4.6012 1.7258  0.2857
3 C 1.2557 3.9521 0.8576  -0.3670
4 O 1.1042 2.5179 1.0330  -0.2424
5 C 0.7511 4.3471 -0.4953  -0.0516
6 C -0.7207 3.8864 -0.6403  -0.2059
7 C -1.3842 4.6704 -1.7585  -0.0612
8 C -0.6995 4.0672 -3.0112  -0.0563
9 C 0.1925 2.9936 -2.4014  -0.2113
10 O -0.5638 2.5512 -1.2264  -0.1310
11 C 1.4240 3.6241 -1.7349  -0.0562
12 C 2.4051 2.5576 -1.3278  -0.4163
13 O 3.5401 2.6629 -1.0721  0.2504
14 O 1.7377 1.2777 -1.1711  -0.2800
15 H 0.8492 5.4255 -0.5593  0.1794
16 H -1.2792 3.8140 0.2847  0.1651
17 H -1.2238 5.7416 -1.6488  0.1364
18 H -2.4565 4.4903 -1.7622  0.1332
19 H -0.1132 4.7943 -3.5704  0.1361
20 H -1.4258 3.6231 -3.6854  0.1319
21 H 0.4007 2.1475 -3.0443  0.1698
22 H 1.9545 4.3369 -2.3593  0.1817
23 C 0.9239 -1.9298 -2.2143  -0.0274
24 C 1.7571 -2.3650 -1.0362  -0.3814
25 C 3.2347 -2.1086 -1.2144  -0.0512
26 O 1.1660 -1.6730 0.1537  -0.4153
27 P 1.8273 -1.3884 1.5926  -0.0769
28 S 3.0378 0.1541 1.2531  0.5706
29 S 0.2158 -0.5518 2.4271  0.5621
30 O 2.5366 -2.6003 2.1818  -0.2424
31 C 2.1033 -3.9555 2.7075  -0.3454
32 C 2.6296 -4.9812 1.7395  -0.0229
33 C 0.6119 -4.0058 2.9215  -0.0515
34 H 1.2988 -2.4145 -3.1149  0.1092
35 H 0.9908 -0.8531 -2.3614  0.0661
36 H -0.1217 -2.2026 -2.0809  0.0899
37 H 1.5785 -3.4200 -0.8387  0.1365
38 H 3.4376 -1.0691 -1.4704  0.0751
39 H 3.5883 -2.7395 -2.0296  0.1082
40 H 3.8082 -2.3701 -0.3245  0.0753
41 H 2.6366 -4.0105 3.6511  0.1540
42 H 2.1111 -4.9200 0.7811  0.0800
43 H 2.4586 -5.9740 2.1564  0.1063
44 H 3.7005 -4.8597 1.5815  0.0989
45 H 0.0718 -3.8331 1.9870  0.0874
46 H 0.2833 -3.2841 3.6703  0.0760
47 H 0.3533 -4.9997 3.2859  0.1072
48 Cl -7.0514 -1.9847 1.4504  0.7895
49 C -5.5400 -1.2523 1.1528  -0.6360
50 C -5.1791 -0.1117 1.8704  -0.0584
51 C -3.9566 0.4729 1.6354  0.0287
52 C -3.0967 -0.0774 0.6747  -0.1460
53 C -3.4720 -1.2185 -0.0461  0.0223
54 C -4.6908 -1.8066 0.1946  -0.0633
55 C -1.8119 0.5079 0.4862  -0.5555
56 O -1.3478 1.5025 1.1023  -0.0705
57 O -0.9015 -0.0190 -0.3132  -0.1813
58 H -5.8593 0.2975 2.6043  0.1236
59 H -3.6482 1.3494 2.1905  0.1354
60 H -2.8037 -1.6282 -0.7930  0.1274
61 H -5.0075 -2.6860 -0.3496  0.1218

energy relative to the best compared isomer or geometry (same formula, charge and spin) = 0.814 eV
total charge = +2

Entry from the OMol25 dataset: C21H26F4N2O2 in the gas phase (ωB97M-V/def2-TZVPD).

Last column: Löwdin charge in e.
CARTESIAN COORDINATES (ANGSTROEM)
1 O 0.0089 2.7359 1.5275  0.0796
2 C 0.2082 1.8414 0.7359  -0.4789
3 N 1.4335 1.6005 0.2063  0.0713
4 H 1.5468 0.8987 -0.5074  0.1489
5 C 2.5637 2.4542 0.4860  -0.1059
6 C 2.9134 3.3474 -0.6757  -0.1108
7 C 1.9265 3.8967 -1.4815  0.0533
8 C 2.2640 4.7133 -2.5513  -0.1116
9 C 3.5906 5.0137 -2.8305  -0.0017
10 C 4.5858 4.4805 -2.0328  0.0154
11 C 4.2354 3.6591 -0.9765  -0.2196
12 F 5.2161 3.1379 -0.2160  0.0751
13 H 5.6264 4.6904 -2.2199  0.1225
14 H 3.8403 5.6515 -3.6633  0.1238
15 C 1.1639 5.2983 -3.3933  -0.5906
16 F 1.5700 5.6172 -4.6304  0.1393
17 F 0.1284 4.4554 -3.5364  0.1386
18 F 0.6608 6.4252 -2.8586  0.1450
19 H 0.8891 3.6856 -1.2698  0.1313
20 H 3.4299 1.8493 0.7689  0.1288
21 H 2.2700 3.0734 1.3422  0.1388
22 C -0.8673 0.8554 0.3016  -0.1976
23 C -0.9738 -0.2437 1.3752  -0.1046
24 N -1.9749 -1.2013 0.9806  -0.0294
25 C -3.1954 -0.7520 0.5979  -0.4519
26 O -4.0710 -1.4819 0.1774  0.0608
27 C -3.3642 0.7410 0.7873  -0.0756
28 C -2.2288 1.5504 0.1492  -0.1201
29 H -2.1807 2.5289 0.6316  0.1140
30 H -2.4412 1.7050 -0.9092  0.1207
31 H -3.3928 0.9315 1.8629  0.1285
32 H -4.3253 1.0359 0.3676  0.1234
33 C -1.6524 -2.6161 0.8676  -0.2806
34 C -1.1089 -3.1673 2.1907  -0.1394
35 C -1.5755 -4.6008 2.4434  -0.1978
36 C -0.8880 -5.6485 1.5713  -0.2112
37 H 0.1661 -5.7165 1.8538  0.1106
38 C -0.9739 -5.3886 0.0671  -0.1992
39 H -2.0071 -5.2007 -0.2252  0.1172
40 H -0.6500 -6.2980 -0.4449  0.1069
41 C -0.0778 -4.2346 -0.3877  -0.1956
42 C -0.7351 -2.8527 -0.3400  -0.1363
43 H 0.0585 -2.1002 -0.3476  0.1033
44 H -1.3360 -2.7031 -1.2397  0.1234
45 H 0.2412 -4.4109 -1.4175  0.1073
46 H 0.8250 -4.2358 0.2272  0.1064
47 H -1.3437 -6.6179 1.7869  0.1071
48 H -2.6550 -4.6491 2.2857  0.1173
49 H -1.3863 -4.8532 3.4898  0.1088
50 H -0.0190 -3.1213 2.2168  0.1171
51 H -1.4887 -2.5395 3.0001  0.1206
52 H -2.6199 -3.0889 0.6691  0.1371
53 H -0.0187 -0.7569 1.4965  0.1309
54 H -1.2315 0.2256 2.3323  0.1432
55 H -0.5796 0.3799 -0.6411  0.1417

SMILES = O=C(NCc1cc(C(F)(F)F)ccc1F)[C@@H]1CCC(=O)N(C2CCCCCC2)C1
energy relative to the best compared isomer or geometry (same formula, charge and spin) = 0.086 eV

Entry from the OMol25 dataset: a molecular structure, C21H26FN4OReSe (ωB97M-V/def2-TZVPD).

Last column: Löwdin charge in e.
CARTESIAN COORDINATES (ANGSTROEM)
1 Re -0.5155 -1.2187 1.1677  1.1505
2 C 1.1582 2.8831 1.3715  -0.0426
3 C -0.1652 2.3072 1.7919  -0.2893
4 C -0.2437 1.3366 2.7879  -0.1163
5 C -1.4735 0.7974 3.1704  -0.1521
6 C -2.6433 1.2639 2.5810  -0.1335
7 C -2.5733 2.2406 1.6000  -0.0778
8 C -1.3450 2.7460 1.2002  -0.0401
9 H 1.9848 2.4012 1.8953  0.0512
10 H 1.1979 3.9511 1.5918  0.0912
11 H 1.3097 2.7650 0.2969  0.0875
12 H 0.6552 1.0232 3.3059  0.1054
13 H -1.5159 0.0762 3.9768  0.1075
14 H -3.5980 0.8639 2.8919  0.1006
15 H -3.4814 2.6145 1.1434  0.1068
16 H -1.3006 3.5006 0.4238  0.1212
17 N 1.4505 -0.7126 1.1788  0.0312
18 C 2.5897 -0.5050 1.1900  -0.1618
19 N 3.8629 -0.2794 1.1921  -0.0633
20 C 4.5761 0.3350 2.3179  -0.0834
21 C 5.2254 1.6271 1.8328  -0.1762
22 O 6.0490 1.3832 0.7117  -0.1105
23 C 5.3243 0.8578 -0.3807  -0.1754
24 C 4.6765 -0.4744 -0.0185  -0.0801
25 H 5.3519 -0.3566 2.6518  0.1388
26 H 3.8877 0.5258 3.1390  0.1349
27 H 5.8642 2.0393 2.6114  0.1375
28 H 4.4485 2.3631 1.5852  0.1217
29 H 6.0356 0.7204 -1.1926  0.1365
30 H 4.5455 1.5631 -0.7007  0.1330
31 H 5.4446 -1.2192 0.1984  0.1385
32 H 4.0480 -0.8310 -0.8320  0.1380
33 F -0.7537 -0.2754 -0.5384  -0.5462
34 C -1.7065 -3.2896 -1.7218  -0.0175
35 N -2.6270 -2.1748 -1.7975  -0.0627
36 C -3.1910 -1.5428 -0.7592  -0.6618
37 Se -2.9345 -1.9220 1.0640  0.7186
38 N -3.9861 -0.5779 -1.2369  0.1484
39 C -3.9246 -0.5513 -2.6218  -0.1618
40 C -4.5334 0.2542 -3.5718  0.0045
41 C -4.2165 0.0033 -4.8936  -0.0651
42 C -3.3298 -1.0169 -5.2539  -0.0631
43 C -2.7279 -1.8239 -4.3068  0.0091
44 C -3.0443 -1.5708 -2.9795  -0.1446
45 H -1.8103 -3.7801 -0.7590  0.0642
46 H -0.6784 -2.9438 -1.8347  0.0995
47 H -1.9423 -3.9997 -2.5124  0.1022
48 H -4.5150 0.0495 -0.6555  0.1643
49 H -5.2223 1.0395 -3.2912  0.1197
50 H -4.6586 0.6146 -5.6682  0.1125
51 H -3.1107 -1.1753 -6.3009  0.1123
52 H -2.0369 -2.6088 -4.5820  0.1170
53 C -0.0689 -2.7386 2.3218  -0.2955
54 H 0.9005 -2.9434 2.7815  -0.0381
55 H -0.7119 -3.6143 2.4367  -0.0455

⟨S²⟩ = 3.940
total energy = -3689.4027 hartree
total charge = +1
2S+1 = 4